No. 1
C24H43Cl2EuN4O4SeSi | ωB97M-V/def2-TZVPD

```
! wB97M-V def2-TZVPD RIJCOSX def2/J DEFGRID3
* xyz 0 7
C 1.4184 -3.1089 -3.3352
C 1.3804 -1.6463 -3.6721
H 0.6844 -3.6944 -3.9068
H 1.2185 -3.2558 -2.2644
H 2.4061 -3.5368 -3.5806
C 1.2028 -1.1805 -4.9138
C 0.8864 -2.0254 -6.1015
H 1.3321 -0.1102 -5.1050
H 0.5546 -3.0367 -5.8294
H 1.7632 -2.1223 -6.7571
H 0.0948 -1.5468 -6.6935
Eu -0.3391 -0.5737 0.5572
Cl 1.6227 -1.8500 1.9893
C 0.6909 2.4833 -0.2527
O -0.4108 1.8903 -0.3198
N 0.8958 3.8000 -0.3434
C -0.2116 4.7449 -0.4097
C 2.2418 4.3665 -0.4707
H 1.6172 1.9047 -0.1139
H -1.1287 4.2238 -0.1323
H -0.3161 5.1634 -1.4222
H -0.0102 5.5644 0.2926
H 2.9856 3.5791 -0.3044
H 2.3820 5.1610 0.2787
H 2.4108 4.7840 -1.4782
H -1.0580 1.4435 5.1807
H 0.5893 -0.6216 5.8563
C -1.7906 0.6280 5.0477
C -0.2665 -1.2588 5.6051
N -1.1020 -0.5827 4.6295
H -2.5275 0.9126 4.2862
C -1.2189 -1.0590 3.3957
O -1.9301 -0.5796 2.4772
H 0.1096 -2.1928 5.1805
H -0.5698 -1.9311 3.1922
H -2.2770 0.4566 6.0187
H -0.8407 -1.4642 6.5147
H -1.2172 -2.2696 -3.3508
H -1.2790 0.0330 -4.9361
C -2.2448 -1.9376 -3.1313
C -2.2702 0.1514 -4.4706
N -2.3001 -0.4838 -3.1547
H -2.5467 -2.3096 -2.1467
C -2.3079 0.2052 -2.0045
O -2.2776 -0.3271 -0.8720
H -2.4971 1.2214 -4.3708
H -2.3658 1.3033 -2.1344
H -2.9067 -2.3176 -3.9166
H -3.0040 -0.3355 -5.1265
O 0.5106 -0.9193 -1.6035
C 1.5560 -0.7131 -2.4742
C 0.7060 1.5837 -3.2819
C 1.7604 0.7679 -2.8633
H -0.3325 1.2151 -3.1963
C 0.9909 2.8457 -3.8310
H 2.4770 -1.0624 -1.9542
C 3.0718 1.2316 -2.8772
H 0.1743 3.4741 -4.2078
C 2.3214 3.2927 -3.9106
C 3.3495 2.4858 -3.4078
H 3.8661 0.5794 -2.5078
H 2.5585 4.2639 -4.3750
H 4.3826 2.8232 -3.4523
Si -1.2934 -4.9862 1.4147
Cl -0.5994 -3.4284 0.0027
C -3.0398 -4.4453 1.7166
C 0.0257 -4.8892 2.7072
C -1.3259 -6.8139 0.9834
H -3.2162 -3.3983 1.4492
H -3.2907 -4.5998 2.7714
H -3.7171 -5.0626 1.1122
H -2.0785 -7.0762 0.2322
H -1.5889 -7.3663 1.9030
H -0.3493 -7.1902 0.6573
H 0.3152 -3.8573 2.9344
H 0.9187 -5.4038 2.3212
H -0.2944 -5.4067 3.6189
Se 1.6981 1.6768 4.9152
C 1.1690 1.3393 3.2569
N 0.7904 1.1112 2.1563
*
```

Calculated values
**E**: -5782.12298 Ha
**HOMO-LUMO gap (spin up / spin down)**: 6.205 / 7.606 eV


No. 2
C24H43Cl2IrN4O4SSi | ωB97M-V/def2-TZVPD

```
! wB97M-V def2-TZVPD RIJCOSX def2/J DEFGRID3
* xyz 0 5
C 0.7925 -4.7034 -6.5861
C 2.1732 -5.1537 -6.9426
H 0.2855 -4.2755 -7.4553
H 0.8218 -3.9490 -5.7897
H 0.1792 -5.5439 -6.2287
C 2.5940 -5.3868 -8.1939
C 1.7097 -5.3560 -9.3936
H 3.6417 -5.6231 -8.3851
H 1.0148 -4.5051 -9.3903
H 1.1078 -6.2719 -9.4978
H 2.3342 -5.2803 -10.2911
Ir -0.3777 0.0157 -0.1766
Cl -0.3924 -1.5245 -1.9422
C 1.8112 -1.8388 0.5458
O 1.5762 -0.6028 0.3517
N 3.0610 -2.2825 0.5328
C 4.1490 -1.3403 0.3151
C 3.3749 -3.6923 0.7325
H 1.0110 -2.5708 0.7206
H 3.7438 -0.3285 0.3868
H 4.5880 -1.4878 -0.6811
H 4.9211 -1.5070 1.0709
H 2.4637 -4.2266 1.0228
H 4.1250 -3.8025 1.5236
H 3.7730 -4.1549 -0.1818
H 2.2379 3.5620 3.7174
H 0.0243 2.4484 5.3543
C 1.3945 3.6867 3.0242
C -0.4571 2.8528 4.4532
N 0.3800 2.6758 3.2715
H 1.7558 3.6213 1.9933
C 0.2414 1.5909 2.4975
O 0.4982 1.5558 1.2676
H -1.4195 2.3442 4.3226
H -0.1221 0.7029 3.0527
H 0.9403 4.6616 3.2353
H -0.6044 3.9307 4.5973
H -1.6121 1.6812 -4.4252
H 0.5837 -0.0372 -4.1415
C -0.9192 2.4797 -4.1191
C 1.0403 0.9630 -4.1637
N 0.2321 1.9181 -3.4242
H -1.4266 3.1660 -3.4362
C 0.2962 2.0129 -2.0973
O 0.9238 1.2036 -1.3452
H 2.0558 0.9108 -3.7592
H -0.2841 2.8398 -1.6641
H -0.5767 3.0175 -5.0093
H 1.0781 1.3143 -5.1974
O 3.5535 -3.9272 -5.4583
C 3.1330 -5.2538 -5.7688
C 5.5117 -5.7011 -6.5906
C 4.3355 -6.1682 -5.9950
H 5.5920 -4.6420 -6.8532
C 6.5525 -6.6009 -6.8465
H 2.5480 -5.6611 -4.9289
C 4.2132 -7.5138 -5.6261
H 7.4738 -6.2263 -7.2961
C 6.4062 -7.9562 -6.5436
C 5.2346 -8.4130 -5.9251
H 3.2875 -7.8239 -5.1341
H 7.2051 -8.6596 -6.7819
H 5.1140 -9.4662 -5.6770
Si 4.0360 -3.0880 -4.1090
Cl -2.2167 1.1084 -1.0865
C 5.2842 -1.8492 -4.7399
C 4.8223 -4.2637 -2.8903
C 2.5217 -2.2499 -3.4256
H 6.0385 -2.3363 -5.3738
H 5.8044 -1.3587 -3.9051
H 4.7918 -1.0725 -5.3418
H 2.0164 -1.6870 -4.2231
H 2.7518 -1.5474 -2.6133
H 1.7975 -2.9733 -3.0316
H 5.6034 -4.8675 -3.3768
H 4.0862 -4.9552 -2.4565
H 5.2925 -3.7032 -2.0675
S -1.6004 -1.1748 1.1916
C -2.3942 0.0313 2.0476
N -2.9477 0.8574 2.6950
*
```

Calculated values
**E**: -3172.65689 Ha
**HOMO-LUMO gap (spin up / spin down)**: 6.158 / 7.197 eV


No. 3
C24H43Cl2N4O4PtSeSi | ωB97M-V/def2-TZVPD

```
! wB97M-V def2-TZVPD RIJCOSX def2/J DEFGRID3
* xyz -1 3
C -1.6990 -0.3324 -3.8739
C -1.0783 -1.4156 -3.0712
H -1.2201 -0.2567 -4.8528
H -1.5557 0.6133 -3.3369
H -2.7838 -0.4551 -4.0218
C -0.5866 -2.5308 -3.6279
C -0.5636 -2.7859 -5.0960
H -0.2042 -3.3551 -3.0167
H -0.2456 -1.9107 -5.6780
H -1.5503 -3.0888 -5.4735
H 0.1242 -3.6058 -5.3300
Pt 0.0852 0.7755 0.6209
Cl 1.0197 2.8796 0.2364
C -0.7141 -1.7477 2.3192
O 0.0615 -1.1463 1.4983
N -0.2920 -2.7603 3.0788
C 1.1057 -3.0183 3.4176
C -1.2583 -3.6544 3.7044
H -1.7815 -1.4971 2.3988
H 1.7810 -2.5864 2.6672
H 1.2349 -4.1066 3.4487
H 1.3349 -2.6135 4.4201
H -2.2603 -3.3390 3.3934
H -1.1823 -3.5958 4.7934
H -1.0767 -4.6815 3.3779
H 0.6384 2.2819 5.3802
H -1.7265 4.3367 4.7186
C 0.9372 2.9891 4.5902
C -0.9817 4.4902 3.9262
N -0.1897 3.2856 3.7145
H 1.7475 2.5446 4.0047
C -0.5782 2.3727 2.8467
O 0.1918 1.3851 2.5743
H -1.4953 4.7319 2.9944
H -1.5583 2.5088 2.3547
H 1.2526 3.9409 5.0243
H -0.3047 5.3073 4.2118
H 1.6948 0.2043 -3.0701
H 2.0778 -2.5674 -3.2247
C 2.6296 0.1519 -2.4925
C 2.9911 -2.2708 -2.6815
N 2.7368 -1.1251 -1.8149
H 2.6519 0.9463 -1.7458
C 3.0960 -1.1554 -0.4874
O 3.0032 -0.2058 0.2908
H 3.3352 -3.1168 -2.0755
H 3.4695 -2.1577 -0.1794
H 3.4797 0.2498 -3.1862
H 3.7603 -2.0109 -3.4280
O -0.2271 -0.1401 -1.2497
C -1.1120 -1.1888 -1.5463
C 0.3617 -3.0769 -0.6465
C -0.8969 -2.5020 -0.7824
H 1.2369 -2.4919 -0.9562
C 0.4764 -4.3808 -0.1448
H -2.1627 -0.8859 -1.3808
C -2.0439 -3.1695 -0.3712
H 1.4787 -4.8322 -0.0717
C -0.6817 -5.0671 0.2607
C -1.9405 -4.4649 0.1286
H -2.9931 -2.6367 -0.4732
H -0.5828 -6.0819 0.6605
H -2.8471 -4.9956 0.4144
Si -0.3598 4.4268 -1.7039
Cl -0.6421 2.4419 -2.3546
C 1.4671 4.9730 -1.7568
C -1.6156 4.7889 -0.3387
C -0.9176 5.7697 -2.9573
H 2.1647 4.1544 -2.0062
H 1.7123 5.4011 -0.7751
H 1.5899 5.7717 -2.5133
H -0.2200 5.8456 -3.7911
H -0.9147 6.7414 -2.4530
H -1.9103 5.6268 -3.3784
H -1.6470 4.0214 0.4394
H -2.6301 4.8832 -0.7611
H -1.3610 5.7601 0.1099
Se 0.5983 -0.3408 6.1468
C -0.9489 -0.5511 5.2856
N -1.9853 -0.7020 4.7249
*
```

Calculated values
**E**: -5190.93987 Ha
**HOMO-LUMO gap (spin up / spin down)**: 6.387 / 6.216 eV